Formula: C18H45F18MnN3O6P3
Source: OMol25
Level of theory: wB97M-V/def2-TZVPD

**LUMO energy (alpha / beta)**: 1.919 / 1.917 eV
**Spin multiplicity**: 6
**Frontier orbital gap (alpha / beta)**: 0.3115 / 0.3526 Eh
**Total charge**: -1
**Expectation value of S²**: 8.75

XYZ file:
```
94
C18H45F18MnN3O6P3 | OMol25 | wB97M-V/def2-TZVPD
H 5.57601 -1.59811 -0.84339
C 3.84450 -3.17364 -1.30623
C -0.14666 -3.99950 -4.22201
F 0.65869 6.24810 -0.71068
H -2.19911 -0.32125 -2.39489
C 5.04139 -1.25891 -1.73064
H -0.00082 0.48479 -2.71626
H -2.07073 0.76542 4.78063
P 1.89115 5.34236 -0.25342
N 0.87172 0.37191 1.64043
C -0.97487 3.43696 2.09490
H 2.49962 -4.91018 -1.22229
H 5.56328 -1.66725 -2.59609
H -1.27165 -6.11748 -3.26044
C -1.90856 -5.69588 -4.03806
F 2.71637 6.55292 0.37968
P -4.75100 0.41079 0.76145
H -1.97721 -6.24235 -4.97868
F 1.14676 5.30255 1.21467
H 0.53272 -4.55291 -4.87029
H -0.03211 3.38884 2.63988
F 0.16500 0.33425 6.01005
F -4.84427 1.16461 2.21689
H 4.66858 -3.57054 -1.89905
H -0.10234 3.65019 0.28312
H 0.21987 -4.71282 -2.21937
F 2.09075 -0.97600 6.17106
H -3.49506 0.87454 -2.20305
H 1.77395 2.29761 1.62439
F -4.76626 1.81283 -0.16866
H -2.91588 -1.83786 -0.46007
O 0.82331 1.11550 -0.96500
H 2.09595 -2.60463 -2.94311
O -1.70978 1.37177 -1.24615
C -2.41666 0.74161 -2.28958
H 5.08270 -0.17047 -1.77179
H 1.65937 -0.08559 -2.40440
F -4.77197 -0.69241 -0.47307
F 2.67419 5.36149 -1.59514
F 0.81737 -1.02639 4.39928
H -0.33991 -1.93506 2.27938
F 1.16801 3.98388 -0.68408
F 1.03481 1.31100 4.23344
N -0.83818 3.04769 0.62317
H -2.92951 -5.67147 -3.65705
H -1.66003 -2.86237 -0.68402
F -6.35472 0.41159 0.78775
H 2.48846 2.25115 -0.68793
F 2.71838 -0.08234 4.03445
H -2.71886 2.99912 -2.17156
H 2.86992 0.93253 1.50144
H 2.12717 -1.34755 1.69803
H -1.66863 -0.59962 3.80728
C -1.83935 2.79487 -1.56094
F -4.70769 -0.94425 1.61168
C -0.00444 -1.86509 1.24466
C 2.42891 -3.83209 -1.36656
H -3.00245 2.58824 2.14398
F 3.19215 4.47944 0.32575
O -1.56731 1.20932 2.73717
H -0.08862 -3.02536 -2.34164
C -1.94598 3.48809 -0.17983
C 0.97164 0.75409 -2.30408
O -1.53782 -4.33224 -4.26535
C 2.05530 1.32700 -0.30529
C 0.46759 -3.83434 -2.81521
P 1.60579 0.19383 5.19679
H 4.14695 -3.29922 -0.26658
H 0.00507 -3.05769 -4.74933
H -3.20920 0.21802 3.50008
C -2.08558 2.52895 2.73043
C -2.06087 -2.21837 0.09874
H 1.67539 -3.49906 -0.65283
O 3.74393 -1.78959 -1.62541
N 1.83715 -3.55667 -2.72693
C 1.22239 -0.97399 1.21853
H -1.74237 4.55127 -0.30745
C 1.88638 1.29754 1.20565
H -2.96483 3.35361 0.18344
H -0.97314 3.27395 -2.01728
O -1.07108 -1.25259 0.54112
Mn -0.89920 0.85757 0.54257
F 2.53467 1.28365 5.99642
H -2.16907 2.83385 3.77358
H -2.03230 0.93942 -3.29019
H 2.86752 0.62718 -0.50191
H 1.44268 1.59190 -2.81817
C -2.16395 0.37058 3.76894
H 0.98768 0.37606 2.64374
H -2.34929 -2.80688 0.96970
H -1.33794 4.46399 2.13378
H 1.52994 -0.93992 0.17338
H 0.31712 -2.88219 1.02060
F -3.12097 0.45368 0.81931
```

Löwdin atomic charge list, values in e, 6 entries: H 0.09; C -0.20; C -0.21; F -0.13; H 0.09; C -0.11



Formula: C18H45F4KN2O20P3S4
Source: OMol25
Level of theory: wB97M-V/def2-TZVPD

**LUMO energy**: 2.034 eV
**Spin multiplicity**: 1
**Frontier orbital gap**: 0.3394 Eh
**Total charge**: -1
**Relative energy (zero: lowest compared OMol25 entry of this formula, charge and spin)**: 183.6 kJ/mol

XYZ file:
```
97
C18H45F4KN2O20P3S4 | OMol25 | wB97M-V/def2-TZVPD
F -13.51362 0.71314 1.42325
H -19.29798 1.95801 -5.30056
C -16.56679 4.44141 2.04303
H -19.96583 -4.22353 -0.10017
P -17.25364 0.78163 1.39127
H -14.84125 -3.61574 -3.14231
H -17.63325 0.79326 -3.85364
H -16.44123 -2.81271 4.06261
C -19.40171 -3.13500 -4.85279
C -18.50114 0.22641 -4.19209
O -16.33717 2.13022 1.42477
O -18.23819 -2.87114 -4.04978
H -19.30380 -1.28930 -0.14046
N -12.47266 -1.17953 0.35603
H -16.33915 5.12445 2.86260
H -17.72451 -2.44831 3.09757
O -12.23201 -3.45849 1.33125
H -11.13970 1.57289 -4.99079
O -19.00610 -2.68753 -1.71711
C -11.04433 -0.12295 -6.41374
O -15.86765 2.51727 -1.61537
P -11.28383 -1.91040 -4.47531
O -10.17787 -2.06869 1.10881
S -11.52522 -2.36915 0.70396
C -10.69593 1.26986 -5.94425
H -17.20166 2.82659 3.32967
H -17.59344 4.65211 1.73001
H -17.76793 -1.69252 4.64967
H -9.62408 1.37942 -5.76523
H -13.61438 -4.37495 -5.33018
C -20.71773 1.86747 0.15340
C -18.92762 -3.90998 -6.06691
S -12.47570 -0.42979 1.88821
H -20.82883 0.81704 -0.12050
S -14.53419 3.00134 -1.87598
O -19.02675 -0.63190 -3.16372
H -21.32894 2.19169 0.99297
H -20.12068 -3.71257 -4.26989
O -14.32226 4.38503 -2.20197
O -10.32625 -3.08130 -3.96995
H -8.94398 -3.82497 -2.72284
O -10.44903 -1.11319 -5.57132
O -16.96217 -0.15094 0.29577
H -12.11537 -0.31330 -6.50357
F -13.15809 1.21936 -4.86543
H -8.20359 -1.90236 -4.91533
O -13.16731 -1.04125 2.97247
H -10.60916 -0.28770 -7.40229
O -13.74073 3.48206 -4.72122
H -21.15268 2.37870 -0.71244
O -11.30338 0.34132 2.19911
H -17.95475 -2.43441 0.03804
H -19.17534 3.25624 0.66321
O -18.73039 1.37877 1.37101
O -11.83905 -1.03082 -3.43459
H -18.23507 -0.36932 -5.06943
P -18.14444 -1.91651 -2.80087
C -9.16749 -2.85614 -3.16854
H -7.27012 -3.24108 -4.30157
C -7.94657 -2.43885 -4.00356
O -17.24904 0.23559 2.89485
O -15.46261 1.71902 -4.56801
H -15.91618 4.61168 1.18780
H -7.33591 -1.77920 -3.38142
O -12.36160 -2.77714 -5.29883
H -9.37458 -2.18345 -2.33800
H -15.18453 -2.67244 -4.56792
H -18.63203 2.20853 -0.54739
K -14.45432 -0.62119 -1.23552
N -13.69882 1.89982 -2.61715
C -14.38118 -2.98024 -3.89861
H -15.60423 -0.43595 4.02401
H -13.99707 -2.08228 -3.41251
H -19.05459 -4.98986 -6.05335
C -16.47271 3.01553 2.53673
H -11.03985 2.10145 -6.56374
C -19.26249 2.20956 0.34669
C -13.22159 -3.66202 -4.60473
H -20.44631 0.64567 -4.97901
O -16.75274 -1.57596 -2.46621
C -18.97185 -2.31066 -0.32452
H -19.36609 -3.55149 -7.00317
H -15.69787 -1.06624 2.40761
H -19.83501 -2.16328 -5.09125
H -19.80907 -3.36812 1.41865
S -14.17542 2.22994 -4.16995
F -11.30031 -2.96780 -0.79757
H -20.99333 -2.83949 0.17556
F -13.95567 2.83671 -0.38020
H -17.87131 -3.69528 -6.24274
C -16.30494 -0.78335 3.26591
C -19.99186 -3.23159 0.35306
C -19.58986 1.19461 -4.57955
H -15.52039 2.87032 3.06756
H -12.62922 -4.18039 -3.84498
C -17.08593 -1.95715 3.84533
H -19.91040 1.77721 -3.71178
```

Löwdin atomic charge list, values in e, 6 entries: F -0.22; H 0.08; C -0.06; H 0.07; P 0.46; H 0.09



Formula: C18H45FeO14
Source: OMol25
Level of theory: wB97M-V/def2-TZVPD

**LUMO energy (alpha / beta)**: 1.530 / 0.906 eV
**Spin multiplicity**: 5
**Frontier orbital gap (alpha / beta)**: 0.2393 / 0.2147 Eh
**Total charge**: -1
**Expectation value of S²**: 6.01

XYZ file:
```
78
C18H45FeO14 | OMol25 | wB97M-V/def2-TZVPD
H 20.23735 8.60464 1.71564
H 19.03100 11.19095 -1.29847
H 22.39701 12.27148 1.31582
H 19.58644 7.08067 1.03014
C 14.88233 8.81361 0.64930
H 23.36096 7.26447 -0.28272
H 18.02647 6.33809 0.03850
H 20.28692 5.73057 2.83341
H 21.20365 11.43686 1.72955
H 14.30974 10.33440 -0.84652
C 23.37990 5.46883 0.34619
C 17.40319 5.66879 -0.55452
H 26.41336 12.37199 0.10779
O 23.29285 9.09190 -0.23367
H 15.81652 8.51458 0.17393
H 19.33466 5.13172 -1.54553
C 18.27466 5.31340 -1.72302
C 26.26925 9.25169 1.75952
C 18.30056 9.57033 3.21153
H 21.59458 6.85447 2.79357
H 13.50205 8.72198 -1.02345
O 14.19959 7.83712 1.51252
H 21.49526 4.86491 5.10662
H 17.11991 4.78926 0.02365
O 22.69801 4.49061 3.44325
H 22.64687 6.06331 4.72965
H 23.57246 4.43437 3.83540
C 20.19314 7.96479 0.83431
H 24.74235 7.66568 1.58404
C 26.08920 11.40243 0.45605
H 14.90702 7.38343 1.97653
H 18.39595 8.48518 3.17371
C 23.85322 4.12350 -0.14814
O 23.42778 6.39044 -0.67414
O 24.13778 11.58540 -0.92693
H 19.74690 7.91701 -1.19067
H 23.81673 5.73921 1.30753
C 21.94826 5.37376 4.25576
H 23.64900 3.52424 0.73915
O 20.08762 9.20869 -3.95773
O 17.74586 4.12092 -2.27044
H 17.89273 11.93844 -0.63704
H 20.47400 7.10725 4.02361
O 21.79082 11.60497 0.99252
C 24.32354 9.43896 0.34615
O 18.48741 11.97391 -1.38626
H 21.03032 9.33785 -3.85347
H 24.92503 4.15901 -0.34325
C 24.80448 10.95310 -0.11603
H 18.26587 3.85872 -3.03361
H 18.80466 10.09903 2.40254
C 20.95808 6.29598 3.47990
O 20.31760 9.76657 -0.91175
H 19.77780 10.08266 4.73923
H 15.08742 9.71513 1.22662
H 21.24018 7.68082 0.72872
H 18.28886 9.34289 5.39937
Fe 22.29645 10.55630 -1.17016
H 16.67397 8.65724 3.56150
H 13.00109 9.91724 0.08324
C 18.70119 9.97150 4.61011
H 18.33797 6.07646 -2.49879
C 25.11259 8.63654 1.28952
O 27.86138 11.20453 1.79643
H 22.45594 5.62980 -2.38096
H 16.54186 6.20610 -0.95139
O 21.61808 5.63971 -2.84371
H 19.73949 9.25216 -3.06714
H 23.33722 3.72874 -1.02336
C 19.65930 8.66937 -0.40684
H 21.14669 6.38459 -2.47066
O 26.96296 8.52592 2.54945
C 13.90123 9.46441 -0.33240
O 16.91898 9.49495 3.16175
H 18.25468 10.93385 4.86029
H 22.30728 5.45189 0.53933
C 26.71392 10.62912 1.33155
H 18.61468 8.94896 -0.27014
```

Löwdin atomic charge list, values in e, 6 entries: H 0.05; H -0.03; H 0.07; H 0.06; C -0.29; H 0.02



Which formula does entry 1 have?
C18H45F18MnN3O6P3